{
  "formula": "C45H102N13O13",
  "method": "the ωB97M-V functional and the def2-TZVPD basis",
  "e_homo_ev": [-9.5, -9.5],
  "gap_ev": [9.4, 7.3],
  "spin_multiplicity": 2,
  "s2": 0.755,
  "lumo_energy_ev": [-0.11, -2.20],
  "max_force_ev_per_a": 5.00,
  "e_tot_ha": -3465.7259,
  "elements": ["C", "C", "C", "C", "C", "C", "N", "O", "C", "C", "C", "H", "H", "H", "H", "H", "H", "H", "H", "H", "H", "H", "H", "H", "H", "H", "H", "H", "H", "C", "C", "O", "N", "C", "H", "H", "H", "H", "H", "H", "H", "C", "C", "O", "N", "C", "H", "H", "H", "H", "H", "H", "H", "C", "C", "O", "N", "C", "H", "H", "H", "H", "H", "H", "H", "C", "C", "O", "N", "C", "H", "H", "H", "H", "H", "H", "H", "C", "C", "O", "N", "C", "H", "H", "H", "H", "H", "H", "H", "C", "C", "O", "N", "C", "H", "H", "H", "H", "H", "H", "H", "C", "C", "O", "N", "C", "H", "H", "H", "H", "H", "H", "H", "C", "C", "O", "N", "C", "H", "H", "H", "H", "H", "H", "H", "C", "C", "O", "N", "C", "H", "H", "H", "H", "H", "H", "H", "C", "C", "O", "N", "C", "H", "H", "H", "H", "H", "H", "H", "C", "C", "O", "N", "C", "H", "H", "H", "H", "H", "H", "H", "C", "C", "O", "N", "C", "H", "H", "H", "H", "H", "H", "H"],
  "positions_angstrom": [[1.740, -0.977, -1.708], [1.083, -0.686, -0.282], [2.117, 0.115, 0.588], [2.135, 1.563, 0.121], [0.775, 2.263, -0.031], [-0.238, 1.488, -0.831], [-0.247, 0.057, -0.395], [-1.246, -0.746, -1.003], [-0.138, 1.762, -2.363], [-1.588, 2.245, -0.422], [0.887, -2.020, 0.531], [1.993, -0.051, -2.225], [1.066, -1.552, -2.343], [2.652, -1.566, -1.612], [3.128, -0.219, 0.354], [1.857, 0.029, 1.643], [2.744, 1.597, -0.782], [2.692, 2.056, 0.918], [0.993, 3.154, -0.619], [0.488, 2.643, 0.950], [-0.654, 1.139, -3.093], [0.910, 1.573, -2.595], [-0.483, 2.776, -2.567], [-2.422, 1.794, -0.961], [-1.594, 3.294, -0.719], [-1.818, 2.356, 0.637], [0.349, -1.751, 1.441], [1.831, -2.450, 0.865], [0.220, -2.703, 0.005], [-2.264, -2.722, 2.614], [-1.865, -1.430, 3.179], [-1.947, -1.371, 4.419], [-1.725, -0.411, 2.373], [-1.499, 0.931, 3.052], [-2.890, -3.258, 3.326], [-1.364, -3.337, 2.643], [-2.749, -2.692, 1.638], [-1.642, -0.494, 1.370], [-2.368, 1.576, 2.916], [-0.758, 1.448, 2.443], [-1.213, 0.833, 4.099], [1.717, 2.993, 4.617], [1.617, 4.347, 5.265], [2.361, 5.273, 4.894], [0.651, 4.453, 6.264], [0.605, 5.502, 7.238], [0.727, 2.591, 4.401], [2.309, 2.349, 5.267], [2.105, 3.018, 3.599], [0.201, 3.587, 6.523], [-0.219, 6.204, 7.114], [1.549, 6.047, 7.240], [0.493, 4.964, 8.179], [-0.995, 6.876, -2.611], [0.397, 6.518, -3.053], [1.277, 7.409, -3.011], [0.626, 5.193, -3.309], [1.867, 4.654, -3.873], [-1.511, 6.127, -2.009], [-1.375, 7.137, -3.598], [-0.938, 7.790, -2.019], [-0.174, 4.581, -3.224], [2.153, 3.616, -3.698], [2.737, 5.174, -3.472], [1.946, 4.776, -4.953], [-1.700, -1.856, -4.225], [-2.978, -1.018, -4.124], [-3.742, -0.979, -5.054], [-3.265, -0.341, -3.048], [-4.503, 0.395, -3.023], [-1.981, -2.717, -4.831], [-1.291, -2.060, -3.235], [-0.882, -1.216, -4.557], [-2.540, -0.217, -2.356], [-5.237, -0.261, -2.556], [-4.830, 0.928, -3.916], [-4.315, 1.289, -2.429], [5.650, 4.607, -1.451], [5.060, 5.169, -0.152], [5.223, 6.324, 0.075], [4.370, 4.326, 0.662], [3.890, 4.624, 1.951], [5.986, 3.583, -1.291], [6.536, 5.163, -1.760], [4.832, 4.587, -2.172], [4.229, 3.394, 0.300], [4.206, 3.979, 2.771], [2.802, 4.650, 2.002], [4.178, 5.634, 2.243], [1.236, -9.201, 0.615], [1.201, -7.899, -0.170], [0.924, -8.023, -1.370], [1.420, -6.754, 0.535], [1.283, -5.441, -0.094], [1.437, -10.076, -0.002], [0.302, -9.385, 1.146], [1.837, -9.164, 1.524], [1.643, -6.753, 1.520], [1.554, -5.516, -1.147], [1.939, -4.714, 0.385], [0.221, -5.223, 0.011], [6.108, -2.495, -0.114], [5.594, -3.880, 0.402], [5.891, -4.917, -0.147], [4.885, -3.986, 1.509], [4.236, -3.012, 2.398], [7.181, -2.346, 0.009], [5.646, -1.646, 0.390], [5.886, -2.420, -1.178], [4.716, -4.960, 1.717], [4.804, -2.725, 3.283], [3.237, -3.398, 2.600], [4.076, -2.070, 1.874], [1.069, -0.718, 4.799], [1.423, -1.820, 5.755], [2.591, -2.199, 5.913], [0.407, -2.382, 6.373], [0.243, -3.468, 7.336], [0.677, -1.052, 3.838], [1.888, -0.008, 4.682], [0.327, -0.021, 5.189], [-0.493, -2.023, 6.088], [-0.315, -2.997, 8.146], [1.197, -3.860, 7.689], [-0.307, -4.303, 6.903], [-0.363, 1.689, -6.116], [-0.775, 1.243, -7.494], [-0.158, 1.598, -8.503], [-1.822, 0.400, -7.601], [-2.020, -0.270, -8.898], [0.491, 1.118, -5.752], [-1.176, 1.362, -5.468], [-0.208, 2.757, -5.960], [-2.316, 0.111, -6.768], [-1.969, -1.332, -8.660], [-1.383, -0.061, -9.758], [-2.993, 0.020, -9.297], [-4.681, 2.907, -7.299], [-4.679, 3.185, -5.757], [-5.722, 2.936, -5.178], [-3.590, 3.719, -5.202], [-3.481, 4.071, -3.737], [-5.353, 3.531, -7.888], [-4.815, 1.868, -7.600], [-3.706, 3.079, -7.755], [-2.973, 4.175, -5.859], [-4.324, 3.863, -3.078], [-3.080, 5.085, -3.751], [-2.705, 3.390, -3.387], [0.774, -4.743, 3.716], [1.520, -6.099, 3.882], [2.580, -6.231, 3.292], [0.969, -6.980, 4.695], [1.568, -8.254, 5.044], [1.002, -4.054, 4.529], [-0.282, -5.011, 3.754], [1.121, -4.239, 2.814], [-0.023, -6.820, 4.802], [2.607, -8.150, 5.358], [1.586, -8.857, 4.136], [1.183, -8.882, 5.847], [-4.756, 0.876, 0.995], [-6.110, 1.385, 0.518], [-6.341, 2.564, 0.688], [-7.035, 0.510, 0.106], [-7.022, -0.927, 0.336], [-4.146, 0.410, 0.221], [-4.929, 0.062, 1.699], [-4.232, 1.679, 1.512], [-7.985, 0.816, -0.051], [-7.257, -1.465, -0.582], [-7.645, -1.265, 1.165], [-6.085, -1.341, 0.708]]
}